(1)
This record from the Open Molecules 2025 dataset describes 17 unconnected molecules or ions with the total composition C34H94Cl8O13S13 at a distorted geometry. The level of theory is the ωB97M-V functional and the def2-TZVPD basis.

Cartesian coordinates (Å):
C1 -10.24821 -5.71874 17.87724
S1 -9.68655 -4.35057 16.81629
O1 -8.39271 -3.86891 17.29427
C2 -9.39802 -5.42149 15.37647
H1 -9.37144 -6.33545 18.15199
H2 -10.93202 -6.26812 17.18738
H3 -10.83580 -5.37374 18.74717
H4 -8.68460 -6.22840 15.63744
H5 -9.06854 -4.75396 14.58515
H6 -10.29564 -5.83596 14.98578
C3 -12.27665 -11.35039 15.82509
S2 -13.02124 -10.07696 14.82083
O2 -14.41846 -10.52972 14.43158
C4 -13.30977 -8.95914 16.18919
H7 -12.97555 -11.65278 16.57980
H8 -11.33808 -11.06286 16.25239
H9 -12.11644 -12.19890 15.18910
H10 -14.05770 -9.36994 16.84185
H11 -13.60555 -8.02746 15.72149
H12 -12.31531 -8.82764 16.68537
C5 -16.21198 -12.65924 21.63567
S3 -15.46456 -13.62147 22.91508
O3 -14.00837 -13.67914 22.67383
C6 -15.66279 -12.51521 24.35946
H13 -16.29282 -13.39176 20.74177
H14 -15.80030 -11.66517 21.42035
H15 -17.25544 -12.50526 21.95837
H16 -16.71321 -12.15679 24.24526
H17 -14.91723 -11.76565 24.30029
H18 -15.58641 -13.12255 25.21855
C7 -19.26191 -5.27336 9.75569
S4 -19.74934 -7.01554 9.82198
O4 -20.60725 -7.10690 11.06590
C8 -18.21706 -7.74301 10.26277
H19 -18.49501 -5.26181 8.95226
H20 -18.81244 -5.10862 10.73892
H21 -20.20930 -4.69702 9.73637
H22 -17.42820 -7.25442 9.67926
H23 -18.16251 -8.81024 9.97477
H24 -18.05334 -7.57105 11.32616
C9 -23.45541 -4.71187 13.21644
S5 -22.13065 -3.43292 13.43073
O5 -22.18561 -3.10112 14.89423
C10 -20.76968 -4.55244 13.40926
H25 -23.37586 -5.58940 13.83400
H26 -23.47019 -4.88236 12.10238
H27 -24.35906 -4.19542 13.44979
H28 -19.89588 -4.01757 13.79262
H29 -20.50559 -4.92263 12.42050
H30 -21.08199 -5.40758 13.96080
C11 -14.65341 -8.58395 20.29658
S6 -12.97345 -8.20604 19.80210
O6 -13.01101 -6.93588 19.04389
C12 -12.33796 -8.04186 21.52287
H31 -14.66041 -9.54614 20.81004
H32 -15.12983 -8.60847 19.34679
H33 -15.09858 -7.86700 20.95685
H34 -13.02174 -7.40371 22.03400
H35 -11.36675 -7.71599 21.39541
H36 -12.13725 -9.03588 21.95424
C13 -21.51605 -10.27282 17.83282
S7 -22.25197 -11.87487 17.86451
O7 -22.66281 -12.17967 19.24217
C14 -23.82901 -11.41791 17.10165
H37 -22.06284 -9.70891 18.57623
H38 -21.60370 -9.81547 16.86358
H39 -20.53706 -10.40905 18.31605
H40 -23.97788 -11.53447 16.02070
H41 -24.00830 -10.35280 17.29022
H42 -24.57047 -12.02059 17.61543
C15 -17.79014 -11.76627 18.02822
S8 -16.31049 -11.53771 17.09219
O8 -15.28361 -10.78376 17.88176
C16 -15.65916 -13.30997 17.08834
H43 -18.10440 -10.79249 18.41993
H44 -17.56213 -12.47431 18.83514
H45 -18.55478 -12.16308 17.33645
H46 -15.05404 -13.55135 16.21636
H47 -16.40577 -14.08096 17.14610
H48 -15.01405 -13.33806 17.99262
C17 -21.19410 -5.56279 17.19548
S9 -22.95636 -6.00710 17.11332
O9 -23.10274 -7.42609 17.60813
C18 -23.45688 -4.98665 18.57885
H49 -20.70782 -6.09786 18.00300
H50 -21.14813 -4.43190 17.37461
H51 -20.62738 -5.78797 16.23322
H52 -22.91378 -5.48140 19.40568
H53 -24.50757 -5.31958 18.58914
H54 -23.42283 -3.91601 18.43705
C19 -17.73050 -1.15101 15.35566
S10 -17.74652 -1.08849 17.14665
O10 -18.15837 0.21412 17.65589
C20 -19.18573 -2.23211 17.19723
H55 -16.91287 -0.47842 15.08388
H56 -18.67149 -0.73988 14.93835
H57 -17.40898 -2.17922 15.06944
H58 -18.96118 -3.24645 16.82936
H59 -20.00536 -1.92110 16.52761
H60 -19.61083 -2.17009 18.19748
C21 -15.58761 -11.32437 11.33045
S11 -17.08637 -11.08535 12.23766
O11 -18.17748 -11.14416 11.22553
C22 -17.12717 -12.65186 13.03331
H61 -15.59090 -12.35975 10.90167
H62 -14.69515 -11.16514 11.97815
H63 -15.62487 -10.65505 10.43147
H64 -16.20341 -12.69465 13.65427
H65 -17.21161 -13.50318 12.39532
H66 -17.95294 -12.64779 13.74683
C23 -21.60835 -14.75101 20.89002
S12 -19.89271 -14.81381 20.30243
O12 -19.29686 -13.46545 20.26115
C24 -19.16077 -15.47502 21.81713
H67 -22.08264 -15.69920 20.52247
H68 -22.17042 -13.86726 20.55727
H69 -21.56282 -14.83931 21.98190
H70 -19.29631 -14.67773 22.56257
H71 -18.12500 -15.64087 21.49344
H72 -19.50018 -16.50695 22.05144
C25 -20.97422 -11.27402 22.94434
S13 -19.50743 -10.24427 22.85339
O13 -18.35216 -11.15531 23.12898
C26 -19.60823 -9.94386 21.03252
H73 -21.83002 -10.64676 22.92149
H74 -20.92738 -11.66313 23.98097
H75 -20.92299 -11.95431 22.08375
H76 -18.93663 -9.13239 20.71896
H77 -20.64021 -9.60473 20.87784
H78 -19.42588 -10.85828 20.45330
Cl1 -18.47233 -4.39195 22.65019
C27 -18.68085 -4.76382 20.93400
C28 -17.45453 -5.42050 20.35815
Cl2 -15.99427 -4.36944 20.43581
H79 -18.92333 -3.82586 20.40381
H80 -19.60148 -5.46833 20.86084
H81 -17.59738 -5.83782 19.37681
H82 -17.24736 -6.19612 21.08688
Cl3 -13.23284 -5.04337 15.17640
C29 -13.60217 -4.37979 16.81006
C30 -14.76080 -3.44547 16.89079
Cl4 -16.25446 -4.29283 16.47348
H83 -12.70405 -3.92446 17.20513
H84 -13.75823 -5.27911 17.33859
H85 -14.63583 -2.61220 16.17929
H86 -14.88562 -3.18665 17.94723
Cl5 -22.14318 -8.38688 14.56329
C31 -21.49775 -9.38870 13.15050
C32 -20.04261 -9.67452 13.34341
Cl6 -19.74117 -10.85383 14.69371
H87 -21.63937 -8.89195 12.18277
H88 -22.02687 -10.35380 13.15356
H89 -19.45544 -8.81642 13.56750
H90 -19.66201 -10.18317 12.43092
Cl7 -18.28253 -6.59813 14.79633
C33 -16.90177 -7.76417 14.95719
C34 -16.54679 -7.95311 16.42111
Cl8 -17.94456 -8.10066 17.54597
H91 -16.05152 -7.43005 14.39389
H92 -17.17242 -8.67503 14.46219
H93 -15.95218 -7.11642 16.77846
H94 -15.97356 -8.87482 16.39402

Computed properties:
* F_max: 2.94 eV/Å
* spin multiplicity: 1
* gap between HOMO and LUMO: 8.389 eV
* HOMO: -0.3065 hartree

***

(2)
This record from the Open Molecules 2025 dataset describes 4 unconnected molecules or ions with the total composition H8O4. The level of theory is the ωB97M-V functional and the def2-TZVPD basis.

Cartesian coordinates (Å):
O1 3.80734 1.93690 -1.30398
H1 4.66755 1.51717 -1.29416
H2 3.72423 2.29318 -2.18851
O2 -2.49486 1.15077 2.21986
H3 -2.66009 2.09184 2.16225
H4 -2.09175 0.92611 1.38125
O3 -2.15360 -3.65084 0.76301
H5 -1.20886 -3.76490 0.65964
H6 -2.29102 -2.70657 0.68739
O4 -0.00084 -0.03622 -0.73475
H7 -0.06212 -0.29555 -1.65411
H8 0.76401 0.53813 -0.69788

Computed properties:
* ΔE to the lowest compared entry with this formula, charge and spin: 24.28 kcal/mol
* F_max: 0.35 eV/Å
* spin multiplicity: 1
* gap between HOMO and LUMO: 11.763 eV
* HOMO: -0.4158 hartree

***

(3)
This record from the Open Molecules 2025 dataset describes a molecular structure, C3H4N2OS at a distorted geometry. The level of theory is the ωB97M-V functional and the def2-TZVPD basis.

Cartesian coordinates (Å):
C1 -2.07224 0.67289 -0.43012
C2 0.66701 -1.46358 -0.01806
C3 1.83654 0.80529 0.25399
H1 -2.43733 1.62006 -0.44489
H2 -2.81181 -0.18519 -0.20627
H3 0.59095 -2.46063 0.46294
H4 1.32240 0.48956 1.54064
N1 -0.76380 0.30391 -0.40658
N2 -0.55499 -0.99842 0.05422
O1 2.09992 2.07636 -0.25982
S1 2.12337 -0.86024 -0.54603

Computed properties:
* ΔE to the lowest compared entry with this formula, charge and spin: 141.25 kcal/mol
* F_max: 10.56 eV/Å
* spin multiplicity: 1
* gap between HOMO and LUMO: 8.658 eV
* HOMO: -0.3480 hartree

***

(4)
This record from the Open Molecules 2025 dataset describes a molecular structure, C9H18CuNO11 at a distorted geometry. The level of theory is the ωB97M-V functional and the def2-TZVPD basis.

Cartesian coordinates (Å):
Cu1 0.31438 -0.66152 -0.90799
O1 0.81587 -2.56095 -2.53715
C1 0.20822 -3.46611 -3.29280
O2 -0.45501 -4.47778 -2.88153
O3 0.15773 -3.16520 -4.50360
H1 0.63368 -2.86517 -1.64504
O4 -0.39272 -3.18657 2.29653
C2 -0.46107 -3.48190 1.00868
O5 -0.76661 -4.62654 0.63011
O6 -0.07786 -2.64559 0.16272
H2 0.02106 -2.32092 2.26420
O7 -3.08927 -0.25511 -2.26602
C3 -2.06466 -0.37935 -3.07071
O8 -0.98627 0.10134 -2.63192
O9 -2.15519 -1.08951 -4.06592
H3 -3.54308 -0.83241 -2.88440
C4 -1.59421 2.58259 4.20560
O10 -0.95345 1.87481 3.10935
C5 -1.61039 2.26855 1.88454
C6 -1.06643 1.35399 0.73663
N1 0.31275 0.88671 0.91250
C7 1.23145 1.94153 0.57446
C8 2.48934 1.22146 0.07445
O11 2.22246 0.71414 -1.27358
C9 3.29091 -0.16966 -1.76013
H4 -2.33398 1.98987 4.74366
H5 -1.87515 3.59653 3.92081
H6 -0.87189 2.87294 4.96853
H7 -1.25744 3.28282 1.69801
H8 -2.67398 2.33432 2.11376
H9 -1.40882 1.78378 -0.20473
H10 -1.72723 0.48752 0.76266
H11 0.41705 0.88718 1.91711
H12 1.51347 2.63843 1.36370
H13 0.92853 2.61262 -0.22927
H14 2.71004 0.35382 0.69622
H15 3.32184 1.90968 -0.07185
H16 4.29223 0.13818 -2.06128
H17 2.91452 -0.65916 -2.65836
H18 3.56913 -0.98940 -1.09777

Computed properties:
* charge: -1
* expectation value of S²: 0.76
* ΔE to the lowest compared entry with this formula, charge and spin: 94.06 kcal/mol
* F_max: 5.33 eV/Å
* spin multiplicity: 2
* gap between HOMO and LUMO (alpha / beta): 7.408 / 5.584 eV
* HOMO (alpha / beta): -0.1870 / -0.1869 hartree

***

(5)
This record from the Open Molecules 2025 dataset describes C4H11NO2 in the gas phase at a distorted geometry. The level of theory is the ωB97M-V functional and the def2-TZVPD basis.

Cartesian coordinates (Å):
N1 0.32831 -0.15547 1.30380
C1 -0.12490 -0.62964 0.01997
C2 -1.69670 -0.66060 -0.00637
O1 -2.06458 -1.52896 0.97970
C3 0.31035 0.50315 -1.02694
C4 1.85002 1.02914 -0.84496
O2 2.37196 1.30901 0.50537
H1 0.41286 -0.96720 1.99670
H2 -0.16421 0.75500 1.65977
H3 0.16513 -1.67575 -0.04865
H4 -1.88749 -1.20658 -0.98533
H5 -2.26347 0.29052 0.05501
H6 -2.99430 -1.53829 0.99984
H7 -0.41851 1.33310 -0.89064
H8 0.12230 0.10981 -2.15775
H9 1.88303 1.94161 -1.35621
H10 2.45762 0.19509 -1.30241
H11 1.71257 0.89605 1.09911

Computed properties:
* ΔE to the lowest compared entry with this formula, charge and spin: 62.18 kcal/mol
* F_max: 3.65 eV/Å
* spin multiplicity: 1
* gap between HOMO and LUMO: 9.731 eV
* HOMO: -0.3310 hartree

***

(6)
This record from the Open Molecules 2025 dataset describes 5 unconnected molecules or ions with the total composition C16H23Cl12N2O5P at a distorted geometry. The level of theory is the ωB97M-V functional and the def2-TZVPD basis.

Cartesian coordinates (Å):
C1 2.76681 -2.88434 3.94017
C2 2.16974 -2.36730 3.03759
C3 1.63105 -1.72207 1.81119
C4 0.14885 -1.98316 1.54063
C5 -0.70981 -0.70883 1.48772
N1 -2.08875 -0.96009 1.09789
C6 -2.80689 0.34355 1.15139
C7 -3.11299 0.81201 2.57656
C8 -2.04331 -1.30542 -0.32342
C9 -2.50879 -2.66594 -0.80034
O1 -1.63451 -0.53372 -1.14543
C10 2.14438 -0.24528 1.94121
C11 3.29080 -0.12143 0.86793
P1 2.77110 0.55802 -0.75827
O2 3.94833 0.68728 -1.59500
O3 1.67627 -0.37715 -1.49238
O4 2.13583 2.03964 -0.55635
N2 3.80082 -1.50686 0.76281
C12 2.57670 -2.26815 0.68566
O5 2.32922 -3.13949 -0.07365
H1 3.44288 -3.06390 4.73943
H2 0.02317 -2.53927 0.60153
H3 -0.29148 -2.63005 2.29943
H4 -0.21349 -0.01315 0.78104
H5 -0.61900 -0.21802 2.45952
H6 -2.24566 1.14767 0.65604
H7 -3.75875 0.20244 0.63194
H8 -3.65464 1.75980 2.48699
H9 -3.71513 0.11198 3.15727
H10 -2.20257 1.05092 3.13332
H11 -1.72337 -3.04159 -1.46407
H12 -2.65691 -3.39276 -0.00084
H13 -3.39882 -2.54350 -1.42667
H14 1.45779 0.58730 1.73958
H15 2.39601 -0.12096 2.99450
H16 4.00425 0.54638 1.35263
H17 0.80925 -0.35062 -1.05115
H18 1.17559 2.00597 -0.66921
H19 4.34032 -1.63777 1.61050
Cl1 2.14100 3.65448 -3.80507
C13 3.10393 4.83069 -2.91232
Cl2 3.20235 6.35684 -3.79744
Cl3 2.42890 5.09342 -1.30184
H20 4.10575 4.43547 -2.80096
Cl4 -4.86756 0.94773 -2.02116
C14 -4.89315 -0.08062 -3.45494
Cl5 -4.96175 -1.78779 -2.99925
Cl6 -6.25198 0.33914 -4.49728
H21 -3.97673 0.08444 -4.00704
Cl7 -1.73430 6.41558 -3.31362
C15 -0.76997 7.59249 -2.41853
Cl8 -0.67208 9.11743 -3.30224
Cl9 -1.44545 7.85060 -0.80616
H22 0.23298 7.19719 -2.30862
Cl10 0.42381 -5.18491 2.32164
C16 0.99510 -6.24839 1.03350
Cl11 2.14219 -7.43140 1.66500
Cl12 -0.36237 -7.05541 0.24220
H23 1.50505 -5.63912 0.29641

Computed properties:
* F_max: 2.47 eV/Å
* spin multiplicity: 1
* gap between HOMO and LUMO: 10.059 eV
* HOMO: -0.3698 hartree

***

(7)
This record from the Open Molecules 2025 dataset describes 14 unconnected molecules or ions with the total composition C3H37N2O13S2 at a distorted geometry. The level of theory is the ωB97M-V functional and the def2-TZVPD basis.

Cartesian coordinates (Å):
S1 0.98173 4.23186 0.11812
S2 1.32308 2.54074 1.11276
C1 -0.22095 1.59426 1.29819
C2 -0.23538 0.32854 0.46300
C3 -1.68797 -0.22276 0.29824
N1 -1.59895 -1.59199 -0.21461
N2 0.59454 -0.73363 1.13675
H1 1.11637 3.94915 -1.19297
H2 -1.14540 2.22700 1.08422
H3 -0.36211 1.36366 2.40726
H4 0.18448 0.51639 -0.57822
H5 -2.23434 0.48917 -0.33073
H6 -2.21627 -0.20649 1.33611
H7 -1.40266 -1.54769 -1.18222
H8 -2.44775 -2.00851 0.03766
H9 0.44729 -1.67233 0.60928
H10 0.33010 -0.90119 2.13212
H11 1.63176 -0.47872 1.10820
H12 -0.01127 0.20857 -4.05165
H13 1.34614 -0.54718 -4.27458
O1 0.37657 -0.61097 -4.38509
H14 -3.02695 2.28973 -0.49041
H15 -4.14203 3.11976 0.16997
O2 -3.57608 2.39485 0.29686
H16 -0.25984 -1.85790 -3.40980
H17 -0.89394 -3.28668 -3.37519
O3 -0.56750 -2.54706 -2.80211
H18 -3.11677 1.99449 1.90961
H19 -3.06595 2.52452 3.37004
O4 -2.79765 1.79725 2.80596
H20 0.19827 2.44964 -3.84120
H21 0.96079 1.48284 -2.88582
O5 0.08483 1.78163 -3.18116
H22 -1.45339 1.86887 -2.41374
H23 -2.85793 2.43182 -2.77849
O6 -2.35459 2.05572 -2.07163
H24 2.50898 -3.16872 3.34114
H25 2.69079 -1.87275 2.46420
O7 2.04799 -2.42550 2.90962
H26 3.27302 1.19740 -2.81726
H27 2.80030 -0.00135 -2.16535
O8 2.49733 0.72382 -2.74744
H28 -2.61804 0.36440 3.69283
H29 -3.15666 -1.01756 4.22262
O9 -2.41851 -0.41838 4.25875
H30 1.22545 -3.77110 -0.58235
H31 0.57086 -2.70286 -1.51385
O10 1.21411 -2.85920 -0.81794
H32 4.02652 -1.78826 -1.57792
H33 2.59748 -1.93003 -1.11348
O11 3.35008 -1.29308 -1.19387
H34 3.61569 -0.91310 0.44835
H35 4.22594 -0.12168 1.69115
O12 3.52102 -0.75885 1.41072
H36 0.64000 -1.43826 4.06892
H37 -0.70623 -0.61477 4.04548
O13 0.19365 -0.61753 3.74095

Computed properties:
* charge: +1
* ΔE to the lowest compared entry with this formula, charge and spin: 0.00 kcal/mol
* F_max: 3.39 eV/Å
* spin multiplicity: 1
* gap between HOMO and LUMO: 9.098 eV
* HOMO: -0.4256 hartree

***

(8)
This record from the Open Molecules 2025 dataset describes C7H7NO in the gas phase at a distorted geometry. The level of theory is the ωB97M-V functional and the def2-TZVPD basis.

Cartesian coordinates (Å):
C1 3.09684 0.21184 -0.02066
C2 0.18351 0.20964 0.19938
C3 1.03833 -1.04831 0.23934
C4 -1.13428 -0.10218 0.12182
C5 -1.24709 -1.52347 0.20923
C6 -2.18042 0.94465 -0.00443
C7 2.46563 -1.08197 -0.39619
N1 3.82225 1.06428 0.26026
O1 -0.05441 -2.08234 0.21542
H1 0.53082 1.24276 0.28082
H2 1.14897 -1.33754 1.35132
H3 -2.74358 0.73395 -0.93824
H4 -3.03732 0.73799 0.56269
H5 -1.90973 2.04442 -0.01050
H6 2.53025 -1.14796 -1.56389
H7 2.91509 -1.98856 0.03470

Computed properties:
* expectation value of S²: 2.02
* ΔE to the lowest compared entry with this formula, charge and spin: 28.34 kcal/mol
* F_max: 4.48 eV/Å
* spin multiplicity: 3
* gap between HOMO and LUMO (alpha / beta): 7.581 / 8.419 eV
* HOMO (alpha / beta): -0.2503 / -0.3603 hartree